Run w
ORCA calculation (ωB97M-V/def2-TZVPD) on a structure of composition C5H14NO2.

```
! RIJCOSX wB97M-V def2-TZVPD def2/J DEFGRID3
* xyz -1 1
C 1.8475 -1.1959 -0.0291
N 0.8644 -0.4288 -0.7867
C -0.4718 -0.4181 -0.0963
C -1.5216 0.3018 -0.9622
C -2.6874 0.8504 0.0011
O -2.4115 1.8564 0.8668
C 3.1859 -1.0739 -0.7706
H 1.9950 -0.8185 0.9953
H 1.4108 -2.1972 0.0463
H 1.1596 0.5293 -0.9177
H -0.6882 -1.4819 0.0286
H -0.3255 0.0947 0.8638
H -1.2668 1.2588 -1.4165
H -2.0525 -0.4338 -1.5456
H -3.3623 1.2391 -0.8285
H -3.2842 0.0491 0.4650
H 3.9976 -1.5172 -0.1914
H 3.0980 -1.4557 -1.7879
H 3.3536 -0.0228 -1.0418
H -0.2863 2.0356 2.5374
H -1.6483 1.4988 1.8445
O -0.9062 1.3297 2.7257
*
```

Output
**Gap between HOMO and LUMO**: 0.263 Eh
**E_LUMO**: 3.57 eV

=====

Run x
ORCA calculation (ωB97M-V/def2-TZVPD) on a cluster of 2 separate species, C5H14NO2 in total.

```
! RIJCOSX wB97M-V def2-TZVPD def2/J DEFGRID3
* xyz -1 1
C 0.4620 -0.3267 -0.4582
C 1.5286 0.5077 0.2584
C 2.4294 -0.4506 1.0416
C 0.7216 1.3759 1.2501
N -0.1790 0.4547 -1.5575
C -1.6498 0.0973 -1.7053
O -2.2802 0.0667 -0.4772
H 0.8173 -1.2297 -0.9486
H -0.3111 -0.5775 0.2599
H 2.1391 1.0791 -0.4601
H 3.1316 -0.9516 0.3898
H 1.8152 -1.1704 1.5748
H 2.9753 0.0948 1.8316
H -0.3818 1.3101 1.1703
H 0.8779 1.0054 2.2687
H 0.9932 2.4347 1.2439
H -0.1444 1.4148 -1.2263
H -2.0437 0.9853 -2.2292
H -1.7150 -0.8978 -2.2153
H -3.1028 -1.0972 -0.4336
H -2.5951 -2.0961 0.3934
O -3.4881 -2.0288 0.0288
*
```

Output
**Gap between HOMO and LUMO**: 0.271 Eh
**E_LUMO**: 3.66 eV

=====

Run y
ORCA calculation (ωB97M-V/def2-TZVPD) on a cluster of 2 separate species, C5H14NO2 in total.

```
! RIJCOSX wB97M-V def2-TZVPD def2/J DEFGRID3
* xyz -1 1
C -1.2181 -0.6490 0.7599
O -2.2147 -1.1150 -0.0589
C 0.1751 -0.5666 0.1163
C 1.1338 0.2855 0.9541
C 1.0176 1.8007 0.6791
C 2.3765 2.4514 0.4209
N 0.7454 -1.8888 -0.1683
H -1.1129 -1.3029 1.6608
H -1.4311 0.3690 1.1856
H 0.0307 -0.1159 -0.8576
H 2.1441 -0.0125 0.6607
H 0.9882 0.0827 2.0060
H 0.5445 2.2907 1.5159
H 0.3539 1.9249 -0.1826
H 3.1283 2.0353 1.1043
H 2.4258 3.5314 0.6045
H 2.7447 2.2972 -0.5920
H 0.5228 -2.5178 0.5993
H 0.2142 -2.2456 -0.9524
H -2.0227 -0.8213 -1.3696
H -1.7025 0.3699 -2.5782
O -1.9170 -0.5637 -2.4687
*
```

Output
**Gap between HOMO and LUMO**: 0.267 Eh
**E_LUMO**: 3.62 eV

=====

Quick ranking, most stable first: run y, run x, run w.